(1)
Density functional theory data (wB97M-V/def2-TZVPD) for C4H11NO in the gas phase.

XYZ file:
```
17
Properties=species:S:1:pos:R:3
H -1.014 1.367 -0.702
H -0.750 -0.675 1.464
C -0.410 -1.124 -0.538
H 2.691 1.163 0.227
C 1.956 0.589 -0.325
H -2.273 0.723 0.390
H 1.184 0.904 1.529
N 1.074 0.201 0.820
H 1.417 1.036 -1.158
H 2.470 -0.315 -0.672
O -1.775 -1.609 -0.606
H -1.772 -2.556 -0.505
H 0.210 -2.012 -0.492
H -0.183 -0.526 -1.427
C -1.227 1.065 0.332
C -0.336 -0.129 0.615
H -1.263 1.898 1.047
```

For the total energy, the calculation gives -7862.899 eV. Its net charge is 0. For the energy above the lowest of the compared OMol25 structures with the same formula, charge and spin, the calculation gives 38.2 kcal per mole.

Results of the Mulliken charge analysis, in e, for atoms 1 through 8: number 1, H, carries 0.231; number 2, H, carries 0.215; number 3, C, carries -0.573; number 4, H, carries 0.372; number 5, C, carries -0.818; number 6, H, carries 0.334; number 7, H, carries 0.281; number 8, N, carries -0.361

(2)
Density functional theory data (wB97M-V/def2-TZVPD) for a gas-phase ion, C2H11BN3O (charge +1).

XYZ file:
```
18
Properties=species:S:1:pos:R:3
H -2.279 2.258 -0.412
N -2.507 1.238 -0.338
B -1.740 0.144 -0.046
H 2.506 1.628 -0.243
H -1.914 -1.894 0.160
N -2.421 -1.083 0.180
H 2.418 0.732 1.288
H 2.071 -0.101 -1.509
H -3.457 0.974 -0.562
C 1.863 -0.385 -0.430
O -0.323 0.319 0.200
H -3.292 -1.267 -0.384
H 2.660 -1.102 0.025
N 2.085 0.903 0.345
H 0.082 -1.150 -1.204
C 0.441 -0.815 -0.262
H 1.100 1.284 0.598
H 0.321 -1.581 0.540
```

For the total energy, the calculation gives -9442.773 eV. Its net charge is +1. For the energy above the lowest of the compared OMol25 structures with the same formula, charge and spin, the calculation gives 2.2 kcal per mole.

Results of the Mulliken charge analysis, in e, for atoms 1 through 8: number 1, H, carries 0.224; number 2, N, carries -0.350; number 3, B, carries 0.318; number 4, H, carries 0.357; number 5, H, carries 0.220; number 6, N, carries -0.468; number 7, H, carries 0.377; number 8, H, carries 0.299

(3)
Density functional theory data (wB97M-V/def2-TZVPD) for 5 unconnected molecules or ions with the total composition C24H34N5O3.

XYZ file:
```
66
Properties=species:S:1:pos:R:3
C -0.027 -0.798 -0.495
H 2.026 -0.547 -2.535
C -0.199 -2.190 0.142
N 4.923 -0.876 3.671
C 4.032 -2.479 -0.781
O 4.807 -3.241 -1.299
H 4.319 -3.213 1.201
N -2.129 2.559 -4.547
H 4.572 -1.809 6.767
H -5.223 2.200 -2.746
H -5.696 3.686 3.071
H -0.414 -0.845 -1.516
C 2.189 -1.116 -1.616
H -0.456 2.878 -7.318
H -4.001 -0.167 3.109
C -1.014 3.004 -6.405
H -3.982 0.067 -3.872
H -2.571 2.049 -3.798
H 6.815 -1.648 3.065
H 4.010 0.286 -0.057
C -1.478 1.992 -5.604
C -4.075 1.340 4.751
H -1.199 5.224 -6.166
H 3.073 -1.970 1.138
C 4.338 -0.096 -1.033
C -1.402 4.230 -5.802
C 4.182 -0.906 4.820
H 4.646 -0.430 2.816
H -3.708 -0.108 0.440
C -4.708 1.376 -2.281
C -2.088 3.920 -4.657
N 3.642 -1.289 -1.481
N -4.602 1.286 -0.920
H -3.003 -1.419 -1.814
C -4.647 2.642 4.739
H 1.739 -2.098 -1.764
H 3.217 -0.432 4.870
H 2.751 -3.598 0.508
C -5.179 2.842 3.494
H -1.399 0.922 -5.696
H 6.897 -2.595 5.601
C 1.444 -0.354 -0.498
C 4.891 -1.608 5.758
H 4.253 0.663 -1.810
C 6.107 -2.019 5.148
H -0.648 -0.074 0.041
H 5.402 -0.335 -0.945
H -4.970 1.954 -0.272
H -4.663 3.349 5.551
C 6.095 -1.553 3.860
H -2.548 4.549 -3.914
C -0.359 -3.325 -0.883
H 1.462 0.722 -0.693
H -3.571 0.862 5.573
H -5.239 1.575 1.807
C 3.504 -2.811 0.599
C -4.278 0.792 3.513
C -3.904 0.147 -0.588
N -4.951 1.711 2.755
H 1.841 -0.545 0.497
H 0.662 -2.416 0.773
O 0.414 -4.304 -0.709
H -1.077 -2.209 0.794
C -4.073 0.285 -2.820
O -1.209 -3.194 -1.791
C -3.564 -0.494 -1.745
```

For the total energy, the calculation gives -39032.945 eV. Its net charge is -1.

Results of the Mulliken charge analysis, in e, for atoms 1 through 8: number 1, C, carries -0.843; number 2, H, carries 0.350; number 3, C, carries -0.434; number 4, N, carries 0.044; number 5, C, carries 0.435; number 6, O, carries -0.572; number 7, H, carries 0.383; number 8, N, carries 0.158

(4)
Density functional theory data (wB97M-V/def2-TZVPD) for 5 unconnected molecules or ions with the total composition C22H42I2N6O4P.

XYZ file:
```
77
Properties=species:S:1:pos:R:3
O -1.320 3.141 -4.265
H -0.372 6.038 -1.337
H 2.781 -0.731 3.808
H 0.701 4.973 -4.717
C 2.123 -5.273 -0.535
C -3.941 -0.181 -4.822
H 4.246 -4.661 -1.358
H -6.026 0.408 2.316
H -0.842 -0.721 -4.187
C -0.977 3.528 -3.163
C 0.445 1.639 3.690
H -1.203 2.952 -2.251
H -1.105 1.011 -3.922
I 4.429 -0.772 1.221
H 4.876 -3.405 0.067
C 2.329 -6.804 -0.105
H -3.711 2.675 2.484
H -0.255 4.335 -0.836
H -4.888 -0.689 1.486
C 1.078 -0.918 -1.781
H 0.613 6.412 -3.665
H 1.126 -4.834 -0.212
H 0.998 -2.189 0.126
H 0.140 -0.332 -1.422
H 3.158 -1.073 -4.354
H -0.075 1.018 4.418
H 2.087 -5.299 -1.688
C -1.496 0.124 -4.415
N 1.283 -7.608 -0.004
H 1.187 1.039 3.158
P 3.648 -4.148 -0.114
O -2.068 -0.374 -1.757
H 3.376 -7.192 0.142
C -5.129 -0.206 2.436
H -5.319 -0.972 3.189
H 2.732 -2.517 4.349
H -3.764 -0.951 -5.578
H -1.526 0.286 -5.493
H -0.046 2.972 6.060
C 2.815 -2.791 -1.173
O -2.415 1.137 4.381
N 1.113 2.747 4.348
H 1.299 -1.792 3.392
H 1.422 1.974 6.253
N -4.024 0.644 2.829
H -0.834 5.849 -4.545
C 2.885 -3.527 1.537
H 0.489 -6.997 -0.289
I 1.557 -4.763 2.809
O 1.944 3.591 2.387
H 1.171 5.156 -1.511
H 2.282 4.436 4.196
H -4.027 0.794 -5.308
H -4.872 -0.403 -4.297
H -2.580 1.584 1.658
N 1.561 -0.490 -3.044
H 4.296 -2.890 -2.950
C 0.083 5.070 -1.567
H 4.233 -5.270 0.615
C 1.560 -1.983 -0.837
C 2.689 -1.296 -3.329
N -2.823 -0.155 -3.904
C 0.073 5.535 -4.021
C 3.374 -2.374 -2.536
C -3.349 0.460 3.996
H -0.271 2.033 2.966
H -4.251 1.748 1.059
C -2.971 -0.382 -2.575
C 1.008 2.871 5.786
C 2.442 -1.788 3.510
C -3.623 1.726 1.949
N -0.292 4.678 -2.911
H -4.016 -0.584 -2.285
H 1.556 3.745 6.144
C 3.119 -2.240 2.114
H -3.733 -0.388 4.587
C 1.817 3.636 3.595
```

For the total energy, the calculation gives -66110.132 eV. Its net charge is -1.

Results of the Mulliken charge analysis, in e, for atoms 1 through 8: number 1, O, carries -0.668; number 2, H, carries 0.341; number 3, H, carries 0.283; number 4, H, carries 0.291; number 5, C, carries -1.083; number 6, C, carries -0.967; number 7, H, carries 0.128; number 8, H, carries 0.334

(5)
Density functional theory data (wB97M-V/def2-TZVPD) for 3 unconnected molecules or ions with the total composition C18H29FN2O7P.

XYZ file:
```
58
Properties=species:S:1:pos:R:3
H -0.614 -2.585 1.667
O -6.939 -0.241 -0.639
C -1.648 -0.414 -1.939
O 4.182 -0.500 -3.031
H 0.507 -2.195 4.128
H -6.643 -0.380 -1.551
H -3.654 2.505 2.107
H 1.056 -0.876 -1.902
H -0.304 -1.839 -2.922
H -0.739 -0.978 2.404
H -1.801 -1.444 -3.796
H 6.972 -0.608 0.447
O -4.890 -1.167 0.714
H -2.493 0.487 2.156
H 3.033 -1.532 3.215
F 0.024 2.167 -0.182
H 5.334 -1.918 -0.825
C 7.279 0.011 -1.635
H -3.790 -0.667 -2.025
O -6.272 0.803 1.516
H 1.860 -0.227 3.560
H -3.304 3.517 0.208
N -0.982 1.407 -0.655
H 4.312 -0.537 -0.323
H 1.423 0.458 -0.841
H -0.919 1.424 2.060
C 0.827 0.167 -1.706
C -1.361 -1.618 -2.808
O 0.766 -1.183 0.999
C -3.272 1.014 -0.852
H -4.771 2.343 0.025
N -2.658 2.632 1.957
H -1.582 3.687 0.455
H -1.919 1.464 3.496
C -0.634 0.376 -1.437
C 6.451 -0.101 -0.364
O 2.768 -0.208 0.835
C 0.944 -2.164 3.133
H 7.894 -0.873 -1.812
H -1.849 -2.508 -2.397
C -2.952 -0.085 -1.644
H -5.183 1.627 -1.505
H 1.151 0.809 -2.535
C 5.209 -0.834 -0.859
O 6.316 0.120 -2.701
C -2.413 2.986 0.552
H 6.175 0.895 -0.013
C -0.045 -1.743 2.056
C 2.054 -1.127 2.974
H -4.649 -1.656 -0.086
C -1.959 1.418 2.400
C -2.236 1.755 -0.351
P -5.717 0.158 0.338
C 1.959 -0.783 1.506
H 7.919 0.890 -1.638
H 1.337 -3.157 2.907
C -4.693 1.420 -0.541
C 5.131 -0.394 -2.303
```

For the total energy, the calculation gives -48449.956 eV. Its net charge is +1.

Results of the Mulliken charge analysis, in e, for atoms 1 through 8: number 1, H, carries 0.360; number 2, O, carries -0.520; number 3, C, carries 0.580; number 4, O, carries -0.588; number 5, H, carries 0.349; number 6, H, carries 0.351; number 7, H, carries 0.356; number 8, H, carries 0.463

(6)
Density functional theory data (wB97M-V/def2-TZVPD) for a molecular structure, C36H90B2Cd2F8KN6O8S2.

XYZ file:
```
155
Properties=species:S:1:pos:R:3
C 0.509 4.370 -3.200
H -1.621 -4.752 -4.921
H -4.740 -0.144 2.653
H -5.468 -1.096 1.382
H 4.151 -0.455 -1.571
H -0.517 1.810 -5.746
H -0.577 -2.247 -6.232
F -1.082 3.103 2.080
H 4.069 -2.204 -0.229
O 0.252 -0.373 -1.518
H -1.894 -3.368 -2.520
H -0.406 1.781 6.253
N -0.866 -4.496 1.520
O -1.894 -0.669 4.907
C 3.560 2.286 5.444
C 0.956 -4.828 -0.227
H -0.428 -1.418 -4.764
C -4.182 2.955 -0.068
N 2.079 1.976 5.387
C -2.933 -3.908 -6.551
N -3.846 1.889 0.993
C -3.999 2.543 -1.594
C 4.115 2.470 6.893
H 2.966 -0.827 0.296
H -2.702 -3.552 0.863
O 0.082 0.653 0.587
H 2.323 4.665 -2.039
C 1.685 3.123 -4.913
H 5.195 2.617 6.936
F -1.145 4.922 0.745
O -1.683 -0.188 -0.112
H -4.481 0.329 -0.246
H 1.600 3.364 6.942
H 6.050 2.677 -0.988
H -4.876 1.964 -1.882
K 2.018 1.659 -1.148
S -0.281 -0.459 -0.182
N 0.937 3.034 -3.622
H -3.217 1.813 -1.799
H 6.403 1.073 -1.456
H 4.479 1.037 -3.032
C -2.447 -4.059 -5.083
H 2.885 1.999 -6.265
H 5.709 -0.802 -0.912
C -2.605 -5.183 -0.418
H -2.149 -3.858 -7.307
O -0.087 -0.969 3.382
H 1.398 6.195 -2.283
C 0.456 -3.431 -4.861
C -0.152 2.730 5.780
H -2.142 -3.730 3.888
H 2.106 -0.166 3.856
C -1.629 -5.350 2.487
N 4.736 1.084 -0.318
H -3.346 3.341 2.428
H -0.641 2.735 4.805
C 2.256 1.768 -5.405
H 1.217 -3.784 -0.049
H -0.091 4.270 -2.295
H -3.976 3.465 -2.176
H 1.828 -5.439 -0.460
C -2.603 -4.643 3.511
H -2.213 -6.199 2.130
B -0.749 3.634 0.858
C -1.838 -4.105 0.494
O -1.910 0.463 2.811
C 4.760 -0.320 -0.677
H -3.681 -1.042 1.489
C -4.085 2.551 2.286
C 5.480 1.160 0.955
O 0.099 -1.584 0.590
C -0.116 2.078 -3.671
H 0.410 -4.903 -1.167
H -3.519 3.796 0.135
F 0.245 -3.484 3.864
H 1.528 1.075 -5.828
H -3.596 -4.748 -6.755
H 5.246 0.423 1.724
H 2.769 1.265 -4.586
H -4.332 -2.597 -3.031
H -1.985 -5.813 -1.057
H 4.398 -1.469 1.194
C 5.187 2.491 1.587
Cd -1.673 1.375 1.120
H 0.244 -4.418 -5.270
B 1.599 -3.434 3.680
H 5.166 3.309 0.868
C 5.564 1.747 -1.281
C -2.038 -2.494 -3.154
H -3.487 -1.790 -1.748
C -4.604 -0.478 1.624
C -4.781 0.772 0.704
H 1.470 4.081 5.381
O -1.930 -1.895 2.772
S -1.504 -0.728 3.541
H 3.752 1.607 7.451
H 2.386 5.565 -3.484
F 2.073 -4.694 3.814
H 4.141 1.413 5.147
H -1.391 -3.385 -0.192
C 1.687 5.237 -2.714
H -0.718 3.497 6.308
H 0.699 -5.829 1.754
H -3.405 -5.700 0.111
H -0.838 2.070 -2.854
H -5.832 1.006 0.534
H -3.240 -4.363 -4.400
H 5.514 2.385 -3.363
H 1.142 3.619 -5.717
H 4.209 2.554 2.063
H 0.635 2.022 3.654
H 3.961 2.587 -2.443
H 2.534 3.759 -4.662
C 2.303 0.716 3.247
H 3.849 3.137 4.826
N -1.952 -2.821 -4.606
H -5.540 4.226 2.068
H -2.848 -5.250 4.383
H -0.478 -6.270 0.446
C 3.982 -1.214 0.219
H 5.941 2.725 2.340
H -0.929 -5.842 3.163
F 2.136 -2.592 4.626
C 4.845 1.972 -2.608
H -3.534 -4.351 3.025
H 0.588 -3.633 -3.798
H -0.046 4.876 -3.990
H -3.546 -1.031 -3.366
H -3.934 1.821 3.081
F 0.655 3.713 0.696
Cd -0.198 -2.561 2.164
H 6.548 0.993 0.810
H -3.501 -2.979 -6.610
C 0.090 -5.472 0.924
H -1.336 -1.740 -2.796
H -3.261 -4.706 -1.146
H -1.736 1.207 -4.677
H -5.190 3.364 0.011
H -5.768 3.451 3.451
H 1.438 -3.200 -5.275
C -3.463 -1.972 -2.822
H -6.331 2.723 1.941
H 1.834 0.607 2.269
F -1.192 2.813 -0.148
C -5.482 3.200 2.430
C 1.311 3.143 5.914
C -1.084 2.063 -4.851
H 3.359 0.605 3.002
H 3.685 3.323 7.419
H 2.195 2.856 3.456
F 1.836 -3.022 2.433
H 0.428 1.138 -3.581
C -0.590 -2.422 -5.157
C 1.698 1.990 3.893
H -1.534 3.041 -5.023
```

For the total energy, the calculation gives -134338.680 eV. Its net charge is -1.

Results of the Mulliken charge analysis, in e, for atoms 1 through 8: number 1, C, carries -0.245; number 2, H, carries 0.377; number 3, H, carries 0.334; number 4, H, carries 0.545; number 5, H, carries 0.265; number 6, H, carries 0.367; number 7, H, carries 0.330; number 8, F, carries -0.313

(7)
Density functional theory data (wB97M-V/def2-TZVPD) for 2 unconnected molecules or ions with the total composition C5H14NO.

XYZ file:
```
21
Properties=species:S:1:pos:R:3
N 0.944 -0.003 0.866
C 0.073 -0.575 -1.402
H -2.086 2.079 0.910
C 0.947 -1.052 -0.171
H 0.511 -2.016 0.082
H 0.398 -2.489 2.822
H 0.507 -1.168 -2.204
O -0.275 -1.952 2.391
H 1.935 -1.277 -0.591
H -0.144 1.250 -2.688
C -0.762 1.924 -0.768
C 0.064 0.955 -1.650
H 0.383 -0.222 1.715
H -1.128 -2.046 2.832
H 1.148 1.218 -1.694
H 0.725 0.906 0.432
H -0.370 2.929 -0.812
H -1.942 0.468 0.061
H -1.010 -0.727 -1.368
C -1.792 1.554 0.007
H 1.872 0.244 1.229
```

For the total energy, the calculation gives -8941.854 eV. Its net charge is +1. For the energy above the lowest of the compared OMol25 structures with the same formula, charge and spin, the calculation gives 49.7 kcal per mole.

Results of the Mulliken charge analysis, in e, for atoms 1 through 8: number 1, N, carries -0.140; number 2, C, carries -0.560; number 3, H, carries 0.333; number 4, C, carries -0.519; number 5, H, carries 0.254; number 6, H, carries 0.309; number 7, H, carries 0.402; number 8, O, carries -0.615

(8)
Density functional theory data (wB97M-V/def2-TZVPD) for 2 unconnected molecules or ions with the total composition C3H9NO2.

XYZ file:
```
15
Properties=species:S:1:pos:R:3
O -1.733 -1.499 -2.612
H -0.199 0.622 2.728
H -2.637 -1.251 -2.728
N -0.042 0.353 -1.401
H 1.369 -0.755 1.423
C 1.042 0.128 0.830
O -0.905 -1.003 0.174
H 0.230 2.030 1.829
H 1.969 0.421 0.295
H -0.478 -0.385 -1.951
C 0.643 1.051 2.134
C -0.075 -0.127 -0.102
H 0.876 0.758 -1.664
H -1.622 -1.639 -1.649
H 1.562 1.294 2.693
```

For the total energy, the calculation gives -8842.030 eV. Its net charge is 0. For the energy above the lowest of the compared OMol25 structures with the same formula, charge and spin, the calculation gives 21.3 kcal per mole.

Results of the Mulliken charge analysis, in e, for atoms 1 through 8: number 1, O, carries -0.717; number 2, H, carries 0.297; number 3, H, carries 0.315; number 4, N, carries -0.486; number 5, H, carries 0.229; number 6, C, carries -0.453; number 7, O, carries -0.706; number 8, H, carries 0.322

Frontier orbital gap for every record listed, in sequence, given in eV: 9.5 9.3 6.6 6.5 7.8 6.9 10.4 10.8.
HOMO level for every record listed, in sequence, given in eV: -8.54 -12.89 -4.56 -4.41 -11.97 -5.38 -13.57 -9.97.
Lowest unoccupied orbital energy for every record listed, in sequence, given in eV: 1.0 -3.5 2.1 2.1 -4.2 1.5 -3.2 0.8.